[1]
Density functional theory data (wB97M-V/def2-TZVPD) for a molecular structure, C48H90CsF5N11OPSi2Te at a distorted geometry.

Geometry as ORCA input:
```
! RIJCOSX wB97M-V def2-TZVPD def2/J DEFGRID3
* xyz 0 1
Cs 1.327 0.243 -0.909
C 2.153 -4.115 -5.546
N 2.418 -3.673 -4.185
C 2.765 -4.654 -3.177
C 2.002 -2.438 -3.742
N 1.941 -2.056 -2.527
N 1.676 -1.559 -4.782
C 0.774 -0.497 -4.703
N 0.901 0.375 -5.772
N -0.128 -0.468 -3.806
H 2.450 -5.157 -5.636
H 2.737 -3.555 -6.280
H 1.097 -4.031 -5.810
H 3.106 -5.563 -3.666
H 1.912 -4.905 -2.535
H 3.577 -4.289 -2.544
H 2.134 -2.802 -1.866
H 2.264 -1.585 -5.596
H 1.848 0.518 -6.092
H 0.447 1.261 -5.612
H -0.723 0.352 -3.899
C 0.433 2.364 2.081
N -0.841 2.299 2.755
C -0.894 1.966 4.158
C -2.392 1.797 4.408
N -2.949 1.612 3.077
C -4.359 1.912 2.930
C -1.995 1.910 2.101
N -2.057 1.843 0.833
C -3.237 1.369 0.139
C -2.848 0.702 -1.179
N -2.401 -0.659 -0.972
C -3.065 -1.642 -1.424
N -2.554 -2.939 -1.435
C -1.120 -3.100 -1.409
C -3.284 -3.713 -2.419
C -4.651 -3.045 -2.406
N -4.337 -1.686 -1.994
C -5.430 -0.881 -1.481
H 1.014 3.197 2.478
H 0.264 2.528 1.017
H 1.019 1.442 2.207
H -0.463 2.763 4.767
H -0.335 1.045 4.376
H -2.817 2.691 4.878
H -2.615 0.941 5.050
H -4.660 2.655 3.674
H -4.977 1.021 3.074
H -4.570 2.325 1.950
H -3.917 2.203 -0.075
H -3.786 0.623 0.725
H -2.001 1.264 -1.580
H -3.661 0.798 -1.906
H -0.700 -2.437 -0.656
H -0.670 -2.833 -2.370
H -0.883 -4.138 -1.161
H -3.329 -4.766 -2.140
H -2.815 -3.633 -3.410
H -5.320 -3.526 -1.681
H -5.133 -3.062 -3.384
H -6.272 -1.533 -1.231
H -5.777 -0.142 -2.206
H -5.131 -0.361 -0.573
C -0.878 8.133 0.450
Si -1.367 6.386 -0.029
C -1.424 5.302 1.495
C -3.075 6.414 -0.804
C -0.103 5.698 -1.231
Te -0.495 3.657 -1.782
C 0.411 3.835 -3.718
Si -0.800 4.330 -5.052
C -1.630 5.960 -4.646
C 0.091 4.489 -6.698
C -2.117 2.992 -5.196
H -1.567 8.539 1.196
H -0.892 8.800 -0.416
H 0.128 8.158 0.874
H -2.156 5.678 2.215
H -0.452 5.255 1.994
H -1.707 4.280 1.221
H -3.835 6.635 -0.051
H -3.307 5.442 -1.246
H -3.152 7.172 -1.588
H 0.907 5.734 -0.818
H -0.111 6.269 -2.162
H 0.857 2.857 -3.911
H 1.250 4.523 -3.599
H -0.907 6.779 -4.614
H -2.122 5.901 -3.672
H -2.386 6.211 -5.394
H 0.836 5.287 -6.662
H -0.610 4.720 -7.505
H 0.612 3.565 -6.961
H -2.516 2.746 -4.208
H -1.728 2.074 -5.646
H -2.950 3.326 -5.819
F 3.597 2.975 0.167
C 4.034 2.657 -1.103
C 3.109 2.379 -2.080
C 3.706 2.075 -3.275
F 2.918 1.756 -4.377
C 5.065 2.024 -3.529
F 5.559 1.694 -4.743
C 5.936 2.311 -2.495
F 7.265 2.272 -2.685
C 5.409 2.636 -1.258
F 6.251 2.911 -0.239
O 1.629 -1.423 1.150
P 1.455 -2.248 2.393
C 1.864 -1.174 3.821
C 3.297 -0.608 3.649
C 4.274 -1.255 4.627
C 3.880 -0.953 6.085
C 2.363 -0.763 6.238
C 1.608 -1.660 5.258
C -0.284 -2.788 2.522
C -1.200 -1.578 2.263
C -2.661 -2.021 2.277
C -3.055 -2.725 3.597
C -1.859 -2.886 4.534
C -0.703 -3.565 3.799
C 2.685 -3.620 2.295
C 2.663 -4.262 0.894
C 1.723 -5.461 0.785
C 2.039 -6.509 1.847
C 1.920 -5.896 3.238
C 2.838 -4.683 3.395
H 1.169 -0.350 3.625
H 3.282 0.470 3.831
H 3.634 -0.728 2.619
H 5.282 -0.890 4.428
H 4.296 -2.336 4.463
H 4.396 -0.055 6.429
H 4.212 -1.771 6.728
H 2.093 0.279 6.043
H 2.057 -0.982 7.262
H 0.541 -1.641 5.475
H 1.942 -2.688 5.407
H -0.389 -3.438 1.647
H -0.973 -1.123 1.299
H -1.040 -0.810 3.028
H -2.823 -2.686 1.424
H -3.286 -1.146 2.110
H -3.458 -3.719 3.385
H -3.851 -2.174 4.105
H -2.137 -3.483 5.405
H -1.548 -1.908 4.910
H -1.041 -4.564 3.511
H 0.137 -3.705 4.480
H 3.582 -2.988 2.325
H 3.679 -4.595 0.657
H 2.399 -3.497 0.162
H 1.806 -5.896 -0.214
H 0.684 -5.136 0.907
H 3.056 -6.886 1.696
H 1.361 -7.360 1.752
H 2.174 -6.633 4.002
H 0.882 -5.608 3.405
H 3.872 -5.041 3.344
H 2.716 -4.248 4.386
*
```

Summary:
E_HOMO, eV: -6.7
E_tot, Eh: -4268.472611
Energy relative to the best compared isomer or geometry (same formula, charge and spin), eV: 0.323
E_LUMO, eV: 0.08


[2]
Density functional theory data (wB97M-V/def2-TZVPD) for a molecular structure, C48H93Br9Hg2N5O5 at a distorted geometry.

Geometry as ORCA input:
```
! RIJCOSX wB97M-V def2-TZVPD def2/J DEFGRID3
* xyz -1 1
Hg -0.031 -0.292 -1.839
Hg 0.012 -0.782 2.304
C 1.931 -0.668 -4.356
C 0.734 -0.643 -5.320
C 0.901 -1.953 -6.122
C -0.231 -2.286 -7.074
C -1.570 -2.169 -6.350
C -1.771 -0.994 -5.404
N -0.560 -0.737 -4.643
O -0.737 0.421 -3.801
C -2.870 -1.463 -4.446
C -2.367 0.135 -6.251
C 0.932 0.523 -6.343
H 1.839 -1.296 -3.461
H 2.188 0.307 -3.938
H 2.882 -1.062 -4.728
H 1.006 -2.830 -5.476
H 1.831 -1.835 -6.684
H -0.086 -3.278 -7.507
H -0.192 -1.636 -7.956
H -1.689 -3.154 -5.879
H -2.341 -2.258 -7.121
H -2.554 -2.415 -4.015
H -3.790 -1.770 -4.950
H -3.086 -0.720 -3.680
H -2.553 1.026 -5.644
H -3.355 -0.092 -6.656
H -1.777 0.422 -7.124
H 0.242 0.454 -7.184
H 1.999 0.655 -6.500
H 0.541 1.467 -5.946
C -3.933 -1.498 4.185
C -4.181 -0.087 3.759
C -5.181 0.511 4.837
C -5.482 2.011 4.654
C -4.157 2.770 4.755
C -3.083 2.223 3.833
N -2.958 0.767 3.916
O -1.776 0.247 3.426
C -1.779 2.827 4.407
C -3.206 2.810 2.407
C -4.748 0.035 2.355
H -3.389 -2.071 3.437
H -4.883 -1.970 4.441
H -3.300 -1.460 5.075
H -4.588 0.481 5.754
H -6.098 -0.079 4.827
H -6.160 2.151 5.499
H -5.917 2.235 3.678
H -3.964 2.759 5.833
H -4.415 3.825 4.615
H -1.749 3.874 4.095
H -0.896 2.411 3.916
H -1.682 2.656 5.476
H -2.562 2.423 1.621
H -3.057 3.895 2.469
H -4.237 2.832 2.032
H -3.929 -0.093 1.643
H -5.245 0.978 2.134
H -5.493 -0.739 2.135
C 0.527 3.767 0.680
C 0.369 2.948 -0.622
C 0.894 3.732 -1.836
C 2.375 3.887 -1.929
C 2.938 2.448 -2.042
C 2.598 1.606 -0.781
N 1.151 1.674 -0.559
O 0.704 0.797 0.430
C 3.408 2.269 0.405
C 3.237 0.238 -0.994
C -1.099 2.713 -0.970
H 0.586 3.088 1.531
H -0.190 4.582 0.743
H 1.534 4.190 0.630
H 0.411 4.714 -1.908
H 0.496 3.257 -2.739
H 2.755 4.502 -1.106
H 2.648 4.526 -2.776
H 4.011 2.428 -2.241
H 2.433 2.031 -2.917
H 3.020 1.918 1.360
H 3.337 3.349 0.554
H 4.456 2.027 0.208
H 2.486 -0.375 -1.496
H 3.331 -0.199 0.009
H 4.274 0.234 -1.314
H -1.264 2.353 -1.987
H -1.780 3.546 -0.796
H -1.426 1.939 -0.263
C -2.745 -0.715 -0.682
C -2.512 -2.167 -0.356
C -3.514 -2.961 -1.199
C -3.247 -4.449 -1.297
C -1.841 -4.638 -1.850
C -0.734 -3.940 -1.074
N -1.112 -2.607 -0.596
O -0.131 -1.834 0.065
C 0.354 -3.771 -2.190
C -0.190 -4.768 0.097
C -2.854 -2.489 1.139
H -2.591 -0.426 -1.734
H -2.164 0.030 -0.133
H -3.811 -0.473 -0.629
H -3.586 -2.525 -2.200
H -4.532 -2.785 -0.836
H -4.072 -4.885 -1.861
H -3.215 -4.869 -0.285
H -1.939 -4.327 -2.895
H -1.646 -5.711 -1.947
H 1.317 -3.468 -1.773
H -0.034 -3.049 -2.912
H 0.484 -4.716 -2.721
H -1.036 -5.190 0.641
H 0.469 -4.180 0.731
H 0.455 -5.577 -0.264
H -2.771 -3.528 1.463
H -3.922 -2.326 1.308
H -2.257 -1.821 1.756
C -0.351 -3.246 3.995
C 1.104 -2.941 4.270
C 1.838 -3.992 3.389
C 3.343 -3.744 3.283
C 3.641 -2.279 2.962
C 2.972 -1.230 3.861
N 1.521 -1.555 3.919
O 0.715 -0.630 4.664
C 3.092 0.128 3.138
C 3.689 -1.088 5.211
C 1.463 -3.238 5.740
H -0.564 -4.314 3.985
H -0.685 -2.844 3.031
H -1.021 -2.712 4.674
H 1.381 -4.170 2.418
H 1.817 -4.913 3.981
H 3.829 -4.449 2.609
H 3.724 -3.952 4.287
H 3.391 -1.985 1.937
H 4.737 -2.246 2.957
H 2.630 0.875 3.784
H 2.519 0.007 2.216
H 4.116 0.410 2.896
H 4.658 -0.596 5.068
H 3.960 -2.018 5.712
H 3.163 -0.387 5.861
H 2.335 -3.880 5.888
H 0.682 -3.843 6.219
H 1.521 -2.402 6.436
C 5.218 5.011 1.804
Br 6.963 5.789 2.097
Br 4.022 6.429 1.104
Br 4.470 4.332 3.536
H 5.278 4.206 1.082
C 0.846 7.735 -3.462
Br -0.921 6.948 -3.330
Br 1.933 7.006 -4.891
Br 1.751 7.611 -1.712
H 0.689 8.790 -3.636
C 7.356 3.148 -2.554
Br 7.577 3.005 -4.502
Br 7.098 1.328 -1.820
Br 5.980 4.421 -2.071
H 8.248 3.646 -2.200
*
```

Summary:
E_HOMO, eV: -3.0
E_tot, Eh: -26007.208042
Energy relative to the best compared isomer or geometry (same formula, charge and spin), eV: 0.957
E_LUMO, eV: 1.05


Q: Which value of E_HOMO does entry 2 give?
A: -3.0 eV


Q: Which value of E_tot does entry 2 give?
A: -26007.208042 Eh